# 1
ORCA calculation (ωB97M-V/def2-TZVPD) on an isolated ion of composition C4H5O4S and charge -1.

Last column: Löwdin charge in e.
Element x y z (Å)
C1 -0.42 -0.96 1.00  0.06
C2 -0.67 0.09 0.25  -0.32
C3 -1.89 0.84 0.33  -0.41
C4 0.36 0.76 -0.70  0.00
O1 -3.73 -1.05 1.07  -0.40
O2 -1.95 2.03 0.47  0.08
O3 -4.42 0.80 -0.33  -0.35
O4 -2.99 -0.88 -1.38  -0.39
S1 -3.45 -0.20 -0.13  0.44
H1 0.54 -1.38 0.99  0.04
H2 -1.11 -1.37 1.82  0.10
H3 0.17 0.67 -1.69  0.05
H4 0.42 1.77 -0.36  0.07
H5 1.25 0.28 -0.63  0.04

The strongest force on any atom is 3.94 eV/A. The calculation puts the energy above the lowest of the compared OMol25 structures with the same formula, charge and spin at 40.07 kcal/mol. As for the HOMO energy: -4.874 eV. Its structure (SMILES) is C=C(C)C(=O)S(=O)(=O)[O-]. As for the net charge: -1.


# 2
ORCA calculation (ωB97M-V/def2-TZVPD) on the molecule C5H9NO.

Last column: Löwdin charge in e.
Element x y z (Å)
C1 -1.37 1.58 -0.24  -0.05
C2 1.13 0.50 -0.23  -0.07
C3 1.98 -0.57 0.37  -0.17
C4 0.72 -1.49 0.27  -0.09
C5 0.02 -0.24 -0.20  -0.30
N1 -1.28 0.12 -0.51  -0.16
O1 -2.15 -0.71 0.27  -0.03
H1 -0.50 2.08 -0.71  0.07
H2 -1.26 1.83 0.83  0.10
H3 -2.25 2.03 -0.69  0.08
H4 1.37 1.47 -0.65  0.10
H5 2.85 -0.83 -0.23  0.10
H6 2.27 -0.37 1.41  0.10
H7 0.37 -1.98 1.19  0.11
H8 0.82 -2.24 -0.52  0.11
H9 -2.71 -1.19 -0.36  0.11

The strongest force on any atom is 0.73 eV/A. The calculation puts the energy above the lowest of the compared OMol25 structures with the same formula, charge and spin at 96.75 kcal/mol. As for the HOMO energy: -8.096 eV. Its structure (SMILES) is CN(O)C1=CCC1. As for the net charge: 0.


Which formula does entry 1 have?
C4H5O4S